[1]
Entry from the OMol25 dataset: a single C2H9NSi molecule at a distorted geometry (wB97M-V/def2-TZVPD).

XYZ file:
```
13
Properties=species:S:1:pos:R:3
C -0.0871 0.3817 1.7670
Si -0.1060 0.5226 -0.1972
C 1.0821 -0.8589 -1.0057
N -1.5527 0.0223 -0.9868
H 0.8652 0.6774 2.0622
H -0.7760 1.0672 2.4021
H -0.3271 -0.6432 2.1077
H 0.0397 1.7594 -0.8264
H 0.6662 -1.9234 -0.6050
H 0.7879 -0.8984 -2.1708
H 2.1521 -0.6847 -0.9614
H -1.7854 -0.9072 -0.7056
H -2.3636 0.6593 -0.7354
```

Results
SMILES = C[SiH](C)N
Total charge = 0
Multiplicity = 1
LUMO level = 0.96 eV
Energy above the lowest of the compared OMol25 structures with the same formula, charge and spin = 0.6964 eV
HOMO level = -9.655 eV

Atom charges from the Mulliken analysis, given in e for atoms 1 to 5: number 1, C, carries -0.931; number 2, Si, carries 0.457; number 3, C, carries -0.904; number 4, N, carries -0.561; number 5, H, carries 0.284


[2]
Entry from the OMol25 dataset: a molecular structure, C2H9NSi2 at a distorted geometry (wB97M-V/def2-TZVPD).

XYZ file:
```
14
Properties=species:S:1:pos:R:3
C -0.4475 -1.3906 -0.0496
C -0.3525 1.3567 0.0281
N 2.1443 0.0759 -0.6934
Si -1.7200 -0.0041 -0.2147
Si 0.7963 -0.0316 0.4569
H -0.6208 -2.0219 0.8065
H -0.3088 -2.0715 -0.7556
H -0.2063 1.6303 -1.0041
H -0.5418 2.3128 0.5316
H 2.8606 0.7262 -0.4838
H 2.6807 -0.7769 -0.8628
H -2.2862 0.4055 -1.5935
H -2.6210 -0.2437 0.9380
H 1.1866 -0.6486 2.1104
```

Results
Total charge = 0
Multiplicity = 1
LUMO level = 0.98 eV
Energy above the lowest of the compared OMol25 structures with the same formula, charge and spin = 0.0000 eV
HOMO level = -9.160 eV

Atom charges from the Mulliken analysis, given in e for atoms 1 to 5: number 1, C, carries -1.070; number 2, C, carries -0.868; number 3, N, carries -0.547; number 4, Si, carries 0.399; number 5, Si, carries 0.303


[3]
Entry from the OMol25 dataset: 2 unconnected molecules or ions with the total composition C2H9O2 at a distorted geometry (wB97M-V/def2-TZVPD).

XYZ file:
```
13
Properties=species:S:1:pos:R:3
O 1.2259 1.8168 -1.6603
H 1.0586 1.0625 0.4593
H 1.8654 2.1473 -2.3013
H 0.3762 2.1776 -1.9349
C -0.2391 -0.4862 -0.0598
O 0.4833 0.4241 0.9438
C -1.0160 -1.5271 0.7897
H -0.8118 0.0557 -0.8097
H 0.6870 -0.8192 -0.5323
H -0.1195 0.7084 1.6586
H -1.2164 -1.2353 1.8889
H -2.0147 -2.0104 0.5389
H -0.2789 -2.3141 1.0192
```

Results
Total charge = +1
Multiplicity = 1
LUMO level = -3.86 eV
Energy above the lowest of the compared OMol25 structures with the same formula, charge and spin = 1.1256 eV
HOMO level = -16.295 eV

Atom charges from the Mulliken analysis, given in e for atoms 1 to 5: number 1, O, carries -0.633; number 2, H, carries 0.414; number 3, H, carries 0.319; number 4, H, carries 0.326; number 5, C, carries -0.155


[4]
Entry from the OMol25 dataset: 3 unconnected molecules or ions with the total composition C2H9O2 at a distorted geometry (wB97M-V/def2-TZVPD).

XYZ file:
```
13
Properties=species:S:1:pos:R:3
O 0.3686 -1.2771 1.9210
H -0.1782 -0.7174 0.5703
H -0.4115 -0.7013 2.0292
H 1.1003 -0.7240 2.2479
C 0.0513 0.9273 -1.0529
O -0.2496 0.8865 0.4031
C -0.1099 -0.4420 -1.7115
H 0.9856 1.5127 -1.1810
H -0.7492 1.5459 -1.5072
H -0.5528 1.7272 0.7911
H 0.4176 -1.3384 -1.3476
H -0.2616 -0.2521 -2.7745
H -1.0503 -0.8506 -1.3149
```

Results
Total charge = +1
Multiplicity = 1
LUMO level = -5.77 eV
Energy above the lowest of the compared OMol25 structures with the same formula, charge and spin = 3.4972 eV
HOMO level = -16.237 eV

Atom charges from the Mulliken analysis, given in e for atoms 1 to 5: number 1, O, carries -0.563; number 2, H, carries 0.467; number 3, H, carries 0.439; number 4, H, carries 0.410; number 5, C, carries 0.053


[5]
Entry from the OMol25 dataset: 3 unconnected molecules or ions with the total composition C2H9O2S (wB97M-V/def2-TZVPD).

XYZ file:
```
14
Properties=species:S:1:pos:R:3
C 1.2486 0.5626 0.4889
C -0.1694 0.6106 1.0643
S -1.3470 -0.3965 0.1443
H 1.1702 0.5093 -0.5896
H 1.6941 -0.4088 0.7217
H 1.9268 1.3833 0.7406
H -0.4477 1.6611 1.1518
H -0.1194 0.2477 2.0890
H -0.1247 -2.3204 0.1042
H 1.0482 -3.3445 0.2415
O 0.0937 -3.2829 0.1400
H -1.2711 1.2538 -1.5046
H -2.1565 1.5387 -2.6925
O -1.5458 1.9859 -2.0997
```

Results
Total charge = -1
Multiplicity = 1
LUMO level = 4.05 eV
Energy above the lowest of the compared OMol25 structures with the same formula, charge and spin = 0.1660 eV
HOMO level = -3.107 eV

Atom charges from the Mulliken analysis, given in e for atoms 1 to 5: number 1, C, carries -0.933; number 2, C, carries -0.632; number 3, S, carries -0.669; number 4, H, carries 0.287; number 5, H, carries 0.217


[6]
Entry from the OMol25 dataset: 3 unconnected molecules or ions with the total composition C2H9O3 at a distorted geometry (wB97M-V/def2-TZVPD).

XYZ file:
```
14
Properties=species:S:1:pos:R:3
C -1.0950 0.4559 0.2081
O -0.1313 1.3788 0.5753
C -1.8437 -0.0854 1.4247
H -0.6209 -0.3930 -0.3117
H -1.7949 0.9139 -0.5008
H -1.1144 -0.6080 2.0470
H -2.6169 -0.8025 1.1271
H -2.1971 0.7560 2.0184
H 2.2502 -0.8857 -1.5091
H 1.4883 -0.8666 -2.8085
O 2.2478 -1.3192 -2.4381
H 2.7211 0.4713 -0.0489
H 0.7897 0.9997 0.4561
O 1.9170 -0.0152 -0.2397
```

Results
Total charge = -1
Multiplicity = 1
LUMO level = 4.20 eV
Energy above the lowest of the compared OMol25 structures with the same formula, charge and spin = 0.1385 eV
HOMO level = -4.162 eV

Atom charges from the Mulliken analysis, given in e for atoms 1 to 5: number 1, C, carries -0.177; number 2, O, carries -0.578; number 3, C, carries -0.998; number 4, H, carries 0.209; number 5, H, carries 0.239


[7]
Entry from the OMol25 dataset: a gas-phase ion, C2H9O4P2S2 (charge +1) (wB97M-V/def2-TZVPD).

XYZ file:
```
19
Properties=species:S:1:pos:R:3
O -1.2555 1.7422 -1.9635
P -0.3206 0.6553 -2.1846
O 0.8863 0.9242 -3.1253
O -0.8384 -0.7636 -2.6046
S 0.7102 0.2954 -0.2764
C -0.3806 -0.8716 0.6262
C 0.2713 -1.2904 1.9639
O 0.8201 -2.5793 1.9242
P 0.3381 2.2462 0.8071
S 1.6617 2.6086 2.0950
H 1.6035 0.2790 -3.1941
H -1.7080 -1.0039 -2.2629
H -0.4474 -1.7285 -0.0450
H -1.3566 -0.4024 0.7520
H 1.1054 -0.6266 2.2037
H -0.4682 -1.1770 2.7642
H 0.1662 -3.2354 1.6724
H 0.1798 3.0198 -0.3495
H -0.9675 1.9080 1.1972
```

Results
Total charge = +1
Multiplicity = 1
LUMO level = -4.33 eV
HOMO level = -13.703 eV

Atom charges from the Mulliken analysis, given in e for atoms 1 to 5: number 1, O, carries -0.538; number 2, P, carries 0.957; number 3, O, carries -0.430; number 4, O, carries -0.435; number 5, S, carries -0.002


[8]
Entry from the OMol25 dataset: 2 unconnected molecules or ions with the total composition C2H9OS at a distorted geometry (wB97M-V/def2-TZVPD).

XYZ file:
```
13
Properties=species:S:1:pos:R:3
O 2.1530 -0.5337 1.2721
H 2.4978 -1.2431 1.8354
H 2.3914 0.3388 1.6022
H 1.1077 0.0482 -0.4535
C -0.1521 1.7140 -0.6396
S -0.2334 -0.1428 -0.4777
C -1.8994 -1.0153 -0.0428
H -1.1202 2.2145 -0.8226
H 0.7130 1.9189 -1.2844
H -0.1200 2.2066 0.3565
H -2.6595 -0.2348 -0.3508
H -1.9215 -1.9715 -0.4140
H -2.0695 -0.9165 1.0929
```

Results
Total charge = +1
Multiplicity = 1
LUMO level = -5.64 eV
Energy above the lowest of the compared OMol25 structures with the same formula, charge and spin = 3.2143 eV
HOMO level = -14.792 eV

Atom charges from the Mulliken analysis, given in e for atoms 1 to 5: number 1, O, carries -0.601; number 2, H, carries 0.303; number 3, H, carries 0.319; number 4, H, carries 0.289; number 5, C, carries -0.931


[9]
Entry from the OMol25 dataset: a molecular structure, C2HBiLiO2 at a distorted geometry (wB97M-V/def2-TZVPD).

XYZ file:
```
7
Properties=species:S:1:pos:R:3
O -1.1980 -0.2733 0.0311
C -0.1266 0.0161 -0.6737
Bi -2.8587 0.6332 0.4106
Li 0.0235 -1.6542 0.7804
H -0.3424 0.2395 -1.7366
C 1.7906 0.2277 0.4299
O 2.7116 0.8110 0.7583
```

Results
Total charge = +3
Multiplicity = 1
LUMO level (alpha / beta) = -17.31 / -17.25 eV
HOMO level (alpha / beta) = -24.736 / -23.551 eV

Atom charges from the Mulliken analysis, given in e for atoms 1 to 5: number 1, O, carries -0.433; number 2, C, carries 0.359; number 3, Bi, carries 1.442; number 4, Li, carries 0.953; number 5, H, carries 0.374


[10]
Entry from the OMol25 dataset: a molecular structure, C2HBr4F at a distorted geometry (wB97M-V/def2-TZVPD).

XYZ file:
```
8
Properties=species:S:1:pos:R:3
C -0.7754 -0.1680 -0.1704
C 0.6880 -0.2085 -0.0385
F -1.2581 -0.0934 -1.3851
Br -1.3537 2.2204 1.0180
Br 1.5799 0.8240 -1.3983
Br 1.3309 0.2901 1.7118
Br 1.1889 -2.1440 -0.2595
H -1.4006 -0.7206 0.5220
```

Results
Total charge = 0
Multiplicity = 1
LUMO level (alpha / beta) = -2.43 / -2.41 eV
Energy above the lowest of the compared OMol25 structures with the same formula, charge and spin = 1.2794 eV
HOMO level (alpha / beta) = -9.592 / -9.597 eV

Atom charges from the Mulliken analysis, given in e for atoms 1 to 5: number 1, C, carries -0.367; number 2, C, carries -0.005; number 3, F, carries -0.119; number 4, Br, carries -0.255; number 5, Br, carries 0.095


[11]
Entry from the OMol25 dataset: 2 unconnected molecules or ions with the total composition C2HBrCl2F2 at a distorted geometry (wB97M-V/def2-TZVPD).

XYZ file:
```
8
Properties=species:S:1:pos:R:3
C -0.4317 0.4462 -0.4787
C 2.0325 1.1227 -0.4482
F 1.9138 2.4070 -0.3936
F 2.5163 0.7222 -1.6191
Cl -0.7118 0.4049 -2.1082
Cl 2.9011 0.2042 0.8427
Br -1.1313 2.0618 0.4040
H -0.2073 -0.3131 0.2360
```

Results
Total charge = 0
Multiplicity = 1
LUMO level (alpha / beta) = -0.48 / -0.44 eV
Energy above the lowest of the compared OMol25 structures with the same formula, charge and spin = 3.6311 eV
HOMO level (alpha / beta) = -9.084 / -8.654 eV

Atom charges from the Mulliken analysis, given in e for atoms 1 to 5: number 1, C, carries -0.300; number 2, C, carries 0.446; number 3, F, carries -0.134; number 4, F, carries -0.175; number 5, Cl, carries -0.065


[12]
Entry from the OMol25 dataset: a single C2HBrCl2F2 molecule at a distorted geometry (wB97M-V/def2-TZVPD).

XYZ file:
```
8
Properties=species:S:1:pos:R:3
F 0.0508 1.9209 1.6811
C 0.3526 1.6821 0.4236
F 0.3258 2.8284 -0.2016
Cl 2.1010 1.2448 0.3939
C -0.3902 0.5850 -0.3165
Cl -0.0956 1.0975 -2.2454
Br -2.2118 0.5481 0.1284
H 0.2388 -0.2283 -0.3900
```

Results
SMILES = FC(F)(Cl)[C@H](Cl)Br
Total charge = 0
Multiplicity = 1
LUMO level = -0.35 eV
Energy above the lowest of the compared OMol25 structures with the same formula, charge and spin = 1.0203 eV
HOMO level = -11.151 eV

Atom charges from the Mulliken analysis, given in e for atoms 1 to 5: number 1, F, carries -0.193; number 2, C, carries 0.706; number 3, F, carries -0.179; number 4, Cl, carries -0.168; number 5, C, carries -0.481